18
Properties=species:S:1:pos:R:3 method="wB97M-V/def2-TZVPD" s2=15.76 orbital_gap_ev="8.0 / 8.2" total_charge=+3 multiplicity=8 e_tot_ev=-30958.49489
C -2.80 -1.45 0.44
C -3.83 -1.67 1.19
H -2.78 -1.25 -0.64
H -1.21 -2.14 0.05
H -4.10 -1.40 2.21
Li -0.90 0.83 2.59
O 1.02 -0.01 -0.44
Eu 2.12 -2.80 -1.50
O 0.09 -1.89 -0.16
C 0.20 -0.69 0.29
O -0.75 -0.18 0.96
C 1.68 1.22 -0.03
C 1.86 2.04 -1.28
H 1.01 1.72 0.68
H 2.65 0.94 0.40
H 0.89 2.42 -1.63
H 2.53 2.88 -1.05
H 2.32 1.43 -2.07